The following is a quantum chemistry calculation of C4H8OSi in the gas phase in a non-equilibrium geometry, from the Open Molecules 2025 dataset.

## Properties
structure (SMILES) = O[SiH2]C1=CCC1
energy above the lowest of the compared OMol25 structures with the same formula, charge and spin = 439.8 kJ/mol
total energy = -14198.084 eV
total charge = 0
orbital gap (alpha / beta) = 8.52 / 8.47 eV
E_HOMO (alpha / beta) = -0.3013 / -0.3048 hartree
LUMO (alpha / beta) = 0.321 / 0.180 eV
spin multiplicity = 1

Each line ends with the natural charge from an NBO analysis.
Geometry (Å):
O  -2.68562  0.88168  -0.32981  -1.098
Si  -2.01974  -0.53947  0.11941  1.391
C  -0.16887  -0.24334  -0.13908  -0.444
C  0.90773  1.09445  0.40159  -0.084
C  2.01533  0.24816  0.08457  -0.514
C  1.16411  -0.94553  -0.34744  -0.457
H  -2.70351  1.66581  0.20088  0.492
H  -2.79819  -1.03345  -1.02928  -0.170
H  -2.34305  -0.93764  1.59952  -0.188
H  0.64484  2.12626  0.37023  0.196
H  2.64257  0.60058  -0.70252  0.216
H  2.72569  0.24600  0.83032  0.227
H  1.29533  -1.76331  0.40113  0.211
H  1.32337  -1.40020  -1.45953  0.222

Forces on the atoms, in the same order (eV/Å):
O -0.677 1.174 0.317
Si 0.573 0.824 0.036
C 3.578 4.057 2.184
C -6.391 -4.028 -2.109
C 0.069 -0.109 -2.371
C 0.163 -2.040 -0.547
H 0.171 0.535 0.418
H 0.448 -1.773 0.201
H 0.253 0.060 -1.349
H 0.234 0.619 0.372
H 0.351 0.582 -1.257
H 1.479 -1.111 2.297
H -0.081 0.038 -0.801
H -0.171 1.172 2.609

***

The following is a quantum chemistry calculation of 2 unconnected molecules or ions with the total composition C7H12O in a non-equilibrium geometry, from the Open Molecules 2025 dataset.

## Properties
structure (SMILES) = C=CC(=C)C(=C)C.O
energy above the lowest of the compared OMol25 structures with the same formula, charge and spin = 278.0 kJ/mol
total energy = -9497.937 eV
total charge = 0
orbital gap = 9.99 eV
E_HOMO = -0.3395 hartree
LUMO = 0.751 eV
spin multiplicity = 1

Each line ends with the natural charge from an NBO analysis.
Geometry (Å):
C  1.02375  -0.09170  -1.94409  -0.367
C  0.70220  0.25669  -0.68608  -0.185
C  -0.51160  -0.16071  -0.09021  -0.119
C  -0.72670  -1.40423  0.11657  -0.367
C  -1.33092  0.94304  0.42058  0.011
C  -2.18614  1.57339  -0.33541  -0.383
C  -0.85136  1.38466  1.83603  -0.641
H  2.01284  0.23077  -2.29831  0.192
H  0.32353  -0.40784  -2.60493  0.198
H  1.24464  0.75481  0.07595  0.199
H  0.06582  -2.22851  0.06966  0.215
H  -1.65945  -1.92972  0.40247  0.198
H  -2.37399  1.22712  -1.30505  0.198
H  -2.61491  2.50184  -0.05728  0.194
H  -1.46490  2.16882  2.24482  0.219
H  0.24513  1.79052  1.93586  0.212
H  -0.85397  0.49443  2.50035  0.223
O  2.74110  -2.66962  -0.00028  -0.930
H  2.83896  -1.84014  0.44382  0.465
H  3.37598  -2.59364  -0.72449  0.467

Forces on the atoms, in the same order (eV/Å):
C 2.934 2.662 2.921
C 0.887 -0.772 -1.406
C -1.289 1.452 0.098
C -0.376 -6.171 0.725
C 1.383 0.525 1.717
C -0.149 0.676 0.388
C 1.380 -0.288 -0.207
H -0.497 -0.291 -0.186
H -1.876 -1.442 -1.736
H 1.622 0.807 -0.156
H -0.768 1.576 -0.755
H 0.231 1.188 0.389
H -0.350 -0.464 -1.299
H -0.618 0.615 0.409
H -0.414 0.202 0.161
H -1.860 -0.790 -0.768
H -0.226 0.558 -0.310
O 0.272 -0.647 -0.568
H -0.093 0.796 0.547
H -0.193 -0.192 0.036

***

The following is a quantum chemistry calculation of C8H8P2 in the gas phase, from the Open Molecules 2025 dataset.

## Properties
energy above the lowest of the compared OMol25 structures with the same formula, charge and spin = 219.5 kJ/mol
total energy = -26998.160 eV
total charge = 0
orbital gap (alpha / beta) = 6.24 / 7.69 eV
E_HOMO (alpha / beta) = -0.2595 / -0.3035 hartree
LUMO (alpha / beta) = -0.827 / -0.570 eV
spin multiplicity = 1

Each line ends with the natural charge from an NBO analysis.
Geometry (Å):
C  -2.69492  1.15297  -0.14252  -0.230
C  -1.34523  1.09168  -0.48859  -0.187
C  1.69705  -0.83189  -0.95228  -0.274
C  2.84231  -0.81528  0.04533  -0.511
C  -3.25840  -0.04334  0.21352  -0.493
C  -0.78728  -0.20188  -0.38759  -0.389
C  0.45176  -0.56380  -0.70270  0.131
C  3.03367  0.28304  1.04337  -0.690
P  4.47697  0.07215  -0.09607  0.485
P  -2.04987  -1.36667  0.28790  0.573
H  -3.24643  2.07829  -0.17020  0.220
H  -0.76198  1.94167  -0.79825  0.216
H  1.98600  -1.22830  -1.92053  0.225
H  2.98733  -1.82750  0.42273  0.241
H  -4.28062  -0.17036  0.52868  0.226
H  2.43324  1.17471  0.90153  0.238
H  3.16902  0.02674  2.08858  0.235
H  -2.36043  -1.95911  -0.94368  -0.016

Forces on the atoms, in the same order (eV/Å):
C -0.325 -0.103 0.040
C 0.159 0.341 -0.132
C 0.799 -0.193 -0.093
C -0.289 -0.047 0.183
C -0.186 0.084 0.158
C 0.387 -0.673 0.014
C 0.105 0.490 0.280
C 0.037 -0.227 0.011
P -0.671 -0.016 -0.124
P 0.253 0.091 0.142
H -0.118 0.156 0.028
H 0.080 0.145 -0.044
H -0.169 0.020 -0.199
H 0.115 0.105 0.123
H -0.124 0.072 -0.006
H 0.011 0.034 -0.074
H 0.022 -0.016 -0.036
H -0.087 -0.262 -0.271

***

The following is a quantum chemistry calculation of a gas-phase ion, C4H8NO3 (charge -1) in a non-equilibrium geometry, from the Open Molecules 2025 dataset.

## Properties
structure (SMILES) = C[C@@H](CO)NC(=O)[O-]
energy above the lowest of the compared OMol25 structures with the same formula, charge and spin = 233.2 kJ/mol
total energy = -11910.877 eV
total charge = -1
orbital gap = 7.16 eV
E_HOMO = -0.1427 hartree
LUMO = 3.282 eV
spin multiplicity = 1

Each line ends with the natural charge from an NBO analysis.
Geometry (Å):
C  0.63206  -1.47305  -0.40524  -0.656
C  0.10303  0.16750  -0.20878  -0.034
C  -1.45670  0.20969  -0.53680  -0.088
O  -1.80397  -1.00900  -1.27553  -0.751
N  0.33503  0.65338  1.11785  -0.740
C  1.31728  1.70711  1.46605  0.880
O  1.69759  2.51413  0.67104  -0.757
O  1.58321  1.57638  2.68849  -0.831
H  -0.20274  -2.13083  -0.23689  0.204
H  0.90919  -1.78339  -1.45961  0.188
H  1.38045  -1.68235  0.37156  0.203
H  0.71192  0.70158  -0.98386  0.204
H  -1.58780  1.14178  -1.17093  0.163
H  -2.07169  0.25458  0.38051  0.183
H  -1.75360  -0.76124  -2.24293  0.459
H  0.20673  -0.08627  1.82507  0.374

Forces on the atoms, in the same order (eV/Å):
C -0.694 1.664 -0.168
C 0.312 -2.424 -0.658
C 1.622 -0.072 -1.044
O -0.697 1.684 -1.758
N -0.059 -0.295 -1.005
C -1.129 -2.975 3.536
O 0.537 1.645 -2.746
O 0.395 0.425 0.246
H -0.419 -0.159 0.490
H 0.271 0.810 1.163
H 0.184 0.220 -0.597
H -0.726 0.066 0.943
H -0.393 -1.033 0.759
H 0.461 -0.062 -0.486
H -0.097 -0.568 1.724
H 0.434 1.074 -0.399

***

The following is a quantum chemistry calculation of a molecular structure, C24H43IrN2P3S2 in a non-equilibrium geometry, from the Open Molecules 2025 dataset.

## Properties
energy above the lowest of the compared OMol25 structures with the same formula, charge and spin = 7.4 kJ/mol
total energy = -80897.742 eV
total charge = +4
<S²> = 8.78
orbital gap (alpha / beta) = 6.53 / 4.27 eV
E_HOMO (alpha / beta) = -0.6481 / -0.7192 hartree
LUMO (alpha / beta) = -11.105 / -15.306 eV
spin multiplicity = 6

Each line ends with the Löwdin spin population.
Geometry (Å):
Ir  -0.60076  0.30491  0.54667  1.675
P  0.87329  -0.81078  -0.75324  0.171
P  -0.93918  1.69324  -1.22618  0.188
P  -0.54624  -1.39179  2.01211  0.189
H  -5.35642  -0.63760  0.72306  0.027
C  -4.29883  -0.70299  1.05508  0.113
C  -3.78842  0.58771  1.46726  0.693
H  -4.23065  1.39391  0.86078  0.032
C  0.12058  -1.99179  -1.96807  0.039
C  2.04911  0.12756  -1.85969  0.032
C  2.19773  -1.90446  -0.02408  0.026
C  -2.43451  2.69293  -1.00798  0.049
C  0.38175  2.96858  -1.40666  0.050
C  -1.17508  1.04490  -2.92171  0.015
C  -1.80047  -1.16645  3.30609  0.048
C  0.95541  -1.50756  3.06493  0.045
C  -0.79083  -3.11869  1.41255  0.017
H  -4.29324  -1.38982  1.92558  0.000
H  -3.95329  0.69791  2.55464  0.027
H  0.84734  -2.26673  -2.75003  0.006
H  -0.74587  -1.52841  -2.45069  0.002
H  -0.20993  -2.90836  -1.46626  0.000
H  2.85708  -0.54571  -2.19019  0.006
H  2.51797  0.94916  -1.30381  0.001
H  1.57802  0.53748  -2.76087  0.000
H  2.90647  -2.20513  -0.81418  0.006
H  1.81143  -2.82303  0.43005  0.000
H  2.77568  -1.35307  0.72700  0.001
H  -2.33871  3.55947  -1.67193  0.008
H  -2.53340  3.03900  0.02520  0.003
H  -3.30673  2.09277  -1.28825  0.000
H  1.17645  2.63827  -2.08819  0.001
H  0.83579  3.22714  -0.44048  0.001
H  -0.08272  3.87414  -1.82078  0.008
H  -1.46742  1.88177  -3.57128  0.002
H  -1.99021  0.30773  -2.92217  0.002
H  -0.27235  0.59636  -3.34671  0.000
H  -1.52622  -1.78776  4.17100  0.008
H  -2.78571  -1.46843  2.94062  0.001
H  -1.83323  -0.10793  3.60650  0.004
H  0.70093  -2.18602  3.89314  0.007
H  1.19918  -0.52031  3.47581  0.000
H  1.82759  -1.90023  2.53461  0.000
H  -0.73676  -3.78942  2.28243  0.003
H  -0.04122  -3.41687  0.66962  0.000
H  -1.78588  -3.18105  0.95486  0.001
C  -3.96487  -1.68593  -1.97458  0.007
C  -3.53064  -2.69844  -2.85600  0.003
C  -4.06121  -2.72407  -4.15813  0.001
C  -4.91864  -1.70478  -4.58652  0.000
C  -5.13014  -0.59343  -3.76480  0.000
C  -4.64564  -0.57454  -2.45566  0.001
S  -3.54633  -1.89964  -0.25146  0.104
H  -4.52070  -2.76135  0.05552  0.006
H  -2.80275  -3.44758  -2.51554  0.001
H  -3.77935  -3.53602  -4.81768  0.000
H  -5.37798  -1.77334  -5.57563  0.000
H  -5.64727  0.26803  -4.15641  0.000
H  -4.75618  0.27376  -1.80015  0.000
N  -2.08032  2.65640  2.18514  0.208
C  -0.75556  2.70562  2.43154  0.091
N  0.12265  1.85987  1.90781  0.200
C  1.43577  2.20711  2.24559  0.194
C  2.61571  1.57565  1.82708  0.011
C  3.85135  2.08246  2.26910  0.164
C  3.91935  3.18930  3.11423  0.207
C  2.74096  3.81990  3.53825  -0.012
C  1.51532  3.33461  3.10099  0.166
S  -0.07940  3.94547  3.41888  0.067
H  -2.66119  3.34368  2.64182  0.004
H  -2.50556  1.75981  1.85852  0.062
H  2.54150  0.71254  1.16961  0.000
H  4.77504  1.59360  1.94993  0.005
H  4.87810  3.58660  3.43313  0.007
H  2.77381  4.68385  4.18596  -0.003

Forces on the atoms, in the same order (eV/Å):
Ir 1.308 1.713 0.527
P 3.600 -1.810 -2.074
P -1.402 1.146 -2.205
P -0.831 -2.824 1.648
H 0.444 0.187 0.087
C -1.017 -1.867 -0.184
C -2.385 0.533 -0.088
H 0.787 0.068 0.240
C -0.367 0.246 0.199
C -0.023 0.116 0.066
C -0.015 0.034 0.007
C -0.041 0.220 -0.122
C 0.314 -0.123 0.295
C -0.090 0.014 0.002
C -0.057 -0.152 0.269
C 0.209 0.336 -0.209
C -0.128 0.332 0.217
H -0.088 0.023 -0.778
H 0.472 0.140 -0.474
H -0.091 0.202 0.397
H 0.121 -0.179 0.033
H 0.072 0.202 -0.071
H -0.424 0.151 0.132
H -0.089 -0.145 -0.117
H 0.133 -0.108 0.335
H -0.424 0.128 0.198
H 0.105 0.293 -0.053
H -0.086 -0.155 -0.161
H -0.322 -0.092 0.072
H -0.012 0.026 -0.455
H 0.104 0.202 0.016
H -0.316 0.068 0.238
H -0.113 -0.045 -0.262
H 0.034 -0.271 0.062
H 0.057 -0.117 0.187
H 0.181 0.189 -0.025
H -0.282 0.079 0.155
H -0.271 0.213 -0.131
H 0.342 0.027 0.284
H 0.029 -0.377 0.050
H 0.061 0.175 -0.257
H -0.035 -0.229 0.013
H -0.276 0.088 0.140
H -0.001 0.114 -0.266
H -0.268 0.084 0.342
H 0.461 -0.187 0.260
C 0.351 0.336 -1.013
C -0.176 -0.086 0.343
C 0.222 0.278 0.725
C 0.239 -0.146 0.183
C 0.295 -0.098 0.067
C -0.197 -0.328 -0.051
S 0.204 0.385 0.295
H -0.161 -0.380 0.043
H -0.570 0.084 -0.216
H -0.074 0.056 0.008
H 0.207 0.173 0.317
H -0.200 0.054 0.038
H -0.502 0.225 -0.011
N 2.013 -0.386 0.815
C -1.581 0.293 -0.190
N 1.598 -0.751 -0.501
C -0.633 -1.092 -0.754
C 0.679 0.165 0.136
C -1.079 -2.020 -1.515
C -0.914 1.622 1.106
C 0.143 0.096 0.090
C 0.072 0.930 0.590
S 0.575 0.690 0.504
H -0.334 0.057 0.085
H 0.496 0.836 0.075
H 0.166 0.209 0.166
H -0.287 0.140 0.070
H -0.061 -0.072 -0.002
H 0.132 0.063 0.057